1.
# C10H10Br2Mn

A molecular structure, C10H10Br2Mn at a distorted geometry (the ωB97M-V functional and the def2-TZVPD basis, the OMol25 dataset).

Kohn-Sham gap (alpha / beta) in eV: 5.101 / 5.074
HOMO (alpha / beta) in eV: 0.59 / 0.59
Charge: -2
Multiplicity: 6
⟨S²⟩: 8.7626

Last column: Löwdin charge in e.
Cartesian coordinates (Å):
1 C 0.81 -0.49 -1.77  -0.1740
2 C 1.20 0.82 -2.15  -0.3093
3 C 2.46 1.10 -1.57  -0.2814
4 H 0.64 1.40 -2.86  0.0697
5 C 2.74 -0.01 -0.61  -0.3037
6 C 1.75 -1.01 -0.87  -0.1906
7 H 1.71 -2.02 -0.45  0.0984
8 H -0.02 -1.07 -2.16  0.0946
9 H 3.06 2.06 -1.59  0.1054
10 H 3.56 -0.15 0.09  0.0671
11 Mn 1.16 1.29 -0.03  0.1332
12 Br -0.65 2.90 -0.48  -0.1187
13 C -2.32 -0.08 2.31  -0.2037
14 C -1.47 -1.20 2.09  -0.2704
15 C -1.51 -1.55 0.70  -0.2380
16 H -0.83 -1.62 2.82  0.0238
17 C -2.23 -0.54 0.03  -0.2761
18 C -2.79 0.36 0.96  -0.2338
19 H -3.28 1.30 0.77  0.0211
20 H -2.51 0.45 3.23  0.0310
21 H -0.79 -2.22 0.22  0.0367
22 H -2.27 -0.38 -1.04  0.0420
23 Br 1.59 0.66 2.34  -0.1232


2.
# C10H10Br2Rh

A molecular structure, C10H10Br2Rh at a distorted geometry (the ωB97M-V functional and the def2-TZVPD basis, the OMol25 dataset).

Kohn-Sham gap (alpha / beta) in eV: 4.826 / 7.377
HOMO (alpha / beta) in eV: -1.28 / -3.99
Charge: -1
Multiplicity: 5
⟨S²⟩: 6.0214

Last column: Löwdin charge in e.
Cartesian coordinates (Å):
1 C 1.22 0.40 -0.91  -0.3243
2 C 1.20 1.64 -0.22  -0.3261
3 C 1.49 1.44 1.13  -0.3287
4 H 1.01 2.64 -0.65  0.0586
5 C 1.65 0.05 1.32  -0.2312
6 C 1.48 -0.55 0.06  -0.3241
7 H 1.67 -1.56 -0.22  0.1054
8 H 1.27 0.27 -1.95  0.1179
9 H 1.64 2.27 1.83  0.0915
10 H 1.77 -0.39 2.33  0.1045
11 Rh -0.31 0.21 0.21  0.7702
12 Br -1.43 2.26 -0.26  0.2493
13 C -1.98 -1.13 0.40  -0.1868
14 C -0.75 -1.73 0.30  -0.2699
15 C -0.25 -1.42 -0.94  -0.3498
16 H -0.23 -2.25 1.04  0.1112
17 C -0.94 -0.41 -1.54  -0.3228
18 C -2.02 -0.19 -0.67  -0.4484
19 H -2.80 0.47 -1.01  0.0404
20 H -2.47 -0.98 1.36  0.0829
21 H 0.52 -1.99 -1.45  0.1234
22 H -0.93 -0.14 -2.66  0.1580
23 Br -0.81 1.09 2.49  0.0986


3.
# C10H10Br2Tb

A molecular structure, C10H10Br2Tb at a distorted geometry (the ωB97M-V functional and the def2-TZVPD basis, the OMol25 dataset).

Kohn-Sham gap (alpha / beta) in eV: 3.764 / 4.178
HOMO (alpha / beta) in eV: -2.46 / -2.46
Charge: -1
Multiplicity: 7
⟨S²⟩: 12.7439

Last column: Löwdin charge in e.
Cartesian coordinates (Å):
1 C -1.20 -0.92 -0.90  -0.1168
2 C -1.66 -2.06 -0.18  -0.2492
3 C -2.81 -1.69 0.58  -0.3481
4 H -1.34 -3.08 -0.38  0.0939
5 C -2.94 -0.26 0.44  -0.3375
6 C -1.96 0.19 -0.48  -0.1580
7 H -1.96 1.15 -0.98  0.1111
8 H -0.54 -0.95 -1.75  0.1031
9 H -3.44 -2.36 1.23  0.1063
10 H -3.76 0.34 0.85  0.1012
11 Tb -1.17 -0.78 2.17  0.9051
12 Br 0.74 -2.56 2.40  -0.1502
13 C 2.81 1.51 0.45  -0.2101
14 C 1.88 2.24 -0.37  -0.2096
15 C 1.50 1.39 -1.46  -0.2404
16 H 1.51 3.24 -0.19  0.0408
17 C 2.25 0.18 -1.35  -0.2438
18 C 3.05 0.25 -0.18  -0.2279
19 H 3.74 -0.51 0.17  0.0487
20 H 3.19 1.84 1.41  0.0418
21 H 0.90 1.69 -2.30  0.0455
22 H 2.31 -0.59 -2.12  0.0521
23 Br -1.12 1.75 2.91  -0.1580


4.
# C10H10BrCaNO3

A molecular structure, C10H10BrCaNO3 at a distorted geometry (the ωB97M-V functional and the def2-TZVPD basis, the OMol25 dataset).

Kohn-Sham gap in eV: 6.743
HOMO in eV: -1.17
Energy relative to the best compared isomer or geometry (same formula, charge and spin) in kcal/mol: 0.0
Charge: -2

Last column: Löwdin charge in e.
Cartesian coordinates (Å):
1 C -1.78 -0.58 -1.68  -0.2492
2 C -0.77 0.16 -2.36  -0.2824
3 C 0.43 -0.63 -2.39  -0.2895
4 H -0.84 1.25 -2.63  0.0758
5 C 0.16 -1.86 -1.68  -0.2679
6 C -1.21 -1.84 -1.26  -0.2480
7 H -1.66 -2.55 -0.52  0.0847
8 H -2.77 -0.16 -1.34  0.0884
9 H 1.46 -0.26 -2.67  0.0984
10 H 0.93 -2.63 -1.41  0.0960
11 Ca 0.28 0.06 -0.03  1.0825
12 Br 1.42 2.62 -0.96  -0.2971
13 C 0.08 0.73 2.39  -0.2664
14 C -0.72 -0.49 2.35  -0.2561
15 C -1.91 -0.20 1.64  -0.2569
16 H -0.34 -1.51 2.63  0.0905
17 C -1.87 1.18 1.21  -0.2392
18 C -0.64 1.74 1.68  -0.3046
19 H -0.25 2.76 1.43  0.0541
20 H 1.16 0.80 2.72  0.0995
21 H -2.64 -0.96 1.25  0.0827
22 H -2.55 1.67 0.45  0.0931
23 O 3.95 0.74 1.29  -0.0072
24 N 3.59 0.15 0.31  -0.6446
25 O 4.16 -0.10 -0.72  -0.0092
26 O 2.37 -0.22 0.34  -0.3276


5.
# C10H10BrO3

A gas-phase ion, C10H10BrO3 (charge -1) at a distorted geometry (the ωB97M-V functional and the def2-TZVPD basis, the OMol25 dataset).

Kohn-Sham gap in eV: 8.361
HOMO in eV: -5.08
Charge: -1
SMILES: C[C@@](Br)(C(=O)[O-])[C@@H](O)c1ccccc1

Last column: Löwdin charge in e.
Cartesian coordinates (Å):
1 C -0.47 2.17 0.77  -0.1273
2 C -0.69 1.73 -0.69  -0.6545
3 Br -2.25 2.70 -1.42  0.7014
4 C 0.54 1.82 -1.61  -0.7889
5 O 0.40 1.46 -2.79  -0.0443
6 O 1.54 2.09 -0.96  -0.0041
7 C -1.33 0.18 -0.69  -0.3787
8 O -1.44 -0.20 -2.00  -0.0896
9 C -0.33 -0.74 0.06  -0.1250
10 C 0.86 -1.11 -0.54  -0.0803
11 C 1.75 -1.88 0.03  -0.1192
12 C 1.50 -2.42 1.31  -0.1225
13 C 0.26 -2.22 1.93  -0.1310
14 C -0.68 -1.31 1.38  -0.0121
15 H 0.43 1.55 1.01  0.0939
16 H -0.31 3.30 0.87  0.0979
17 H -1.29 2.01 1.40  0.0369
18 H -2.30 0.28 -0.24  0.1045
19 H -0.67 0.20 -2.52  0.0687
20 H 1.20 -0.47 -1.41  0.1434
21 H 2.62 -2.22 -0.61  0.1238
22 H 2.17 -3.18 1.88  0.1175
23 H 0.13 -2.57 3.01  0.1094
24 H -1.64 -1.18 1.81  0.0802


| no. | DFT total energy (a.u.) | M (u) |
| --- | --- | --- |
| 1 | -6686.0897 | 344.9 |
| 2 | -5645.2609 | 392.9 |
| 3 | -6359.6227 | 448.9 |
| 4 | -3919.1560 | 312.2 |
| 5 | -3186.8365 | 258.1 |